Entry 1:
Computed, not measured: a 14-piece molecular cluster, C4H36N2O15 overall at a distorted geometry, with ωB97M-V/def2-TZVPD.

The geometry in XYZ format:
```
57
Properties=species:S:1:pos:R:3:forces:R:3
C -2.1757 1.6510 0.5902 0.426 -0.125 -0.427
C -2.4661 1.5021 2.0838 -0.538 0.382 -0.292
C -2.5649 2.8611 2.7884 0.322 0.073 -0.011
O -1.4186 3.6609 2.5931 0.130 0.633 -0.388
N -0.7923 2.0979 0.3177 -0.105 -0.804 0.521
C 0.2694 1.2208 0.4459 -0.031 1.058 -1.052
N 0.0915 -0.0717 0.1027 0.149 -0.016 0.113
O 1.4058 1.6732 0.6711 0.025 0.003 0.206
H -2.3983 0.7240 0.0559 0.270 -0.061 0.116
H -2.8100 2.3719 0.0783 -0.267 0.266 0.394
H -1.7152 0.8589 2.5454 0.232 0.124 0.045
H -3.4129 0.9713 2.2075 -0.137 0.039 -0.004
H -2.7125 2.7168 3.8620 -0.318 -0.058 0.019
H -3.3950 3.4721 2.3717 0.286 -0.578 0.300
H -0.5975 3.3009 2.9919 -0.265 -0.336 0.192
H -0.6104 2.9763 0.8048 0.054 -0.221 -0.212
H 0.8465 -0.6977 0.3370 -0.021 -0.165 0.019
H -0.8184 -0.4865 0.0183 -0.227 -0.142 0.096
H 0.5935 -3.5249 -0.1672 0.454 0.133 0.353
H 1.8358 -3.0432 0.7324 0.115 -0.069 -0.337
O 0.8668 -3.1172 0.6841 -0.613 0.043 0.135
H -1.5146 -1.6909 2.0333 0.109 0.063 -0.010
H -0.1622 -2.4406 1.9659 -0.035 0.030 -0.144
O -0.7325 -1.8975 2.5578 -0.070 -0.201 0.051
H -0.3853 1.1704 -4.3295 -0.009 0.124 -0.091
H -0.6011 2.3228 -3.3521 -0.063 0.126 -0.211
O -0.2808 2.1410 -4.2478 -0.160 -0.012 0.376
H 2.6498 0.6788 1.5065 0.018 -0.455 0.264
H 2.4373 -0.1772 2.8041 0.292 0.234 -0.622
O 3.0504 -0.0447 2.0422 -0.169 0.066 0.218
H -2.7381 -2.6525 0.1012 0.016 0.402 0.154
H -2.2144 -2.0139 -1.1646 -0.134 0.506 0.470
O -2.4890 -1.7794 -0.2426 0.037 -0.785 -0.275
H 4.2228 -2.2830 0.1873 -0.022 0.112 0.127
H 3.3549 -1.5239 1.2803 0.272 -0.019 -0.291
O 3.4687 -2.3714 0.7749 -0.104 -0.020 0.155
H 2.3941 0.5575 -3.6413 -0.049 -0.762 0.176
H 2.1430 -0.4029 -2.4691 0.035 -0.245 0.075
O 2.2011 -0.4194 -3.4324 0.130 0.773 -0.048
H -1.2018 -1.6040 -3.2754 0.086 -0.200 0.214
H -2.3652 -2.5890 -3.3646 -0.042 -0.151 0.193
O -1.6745 -2.3037 -2.7534 -0.028 0.408 -0.831
H 0.2416 -0.7818 3.3023 0.338 0.336 0.156
H 1.0227 -0.5499 4.6319 -0.001 0.053 -0.004
O 0.9194 -0.1865 3.7453 -0.470 -0.562 0.167
H 0.7582 -0.5605 -3.9933 -0.393 -0.179 -0.200
H -0.1293 -0.8750 -5.2750 0.010 -0.049 0.007
O -0.1992 -0.5966 -4.3559 0.244 -0.082 0.177
H 0.9087 1.6138 3.6370 0.011 0.257 -0.234
H 1.3409 2.5022 2.4497 0.042 -0.127 -0.068
O 0.9428 2.5421 3.3313 -0.037 0.066 0.325
H 2.2963 2.3311 -2.6498 0.045 0.179 -0.250
H 1.4594 2.3454 -3.9579 0.021 0.029 0.105
O 2.3646 2.1901 -3.6066 0.090 0.093 0.196
H 0.8443 -4.1647 -2.4363 0.087 -0.065 0.058
H -0.5027 -3.4870 -2.1444 0.167 -0.234 0.029
O 0.1483 -4.1173 -1.7742 -0.206 0.112 -0.200
```
Positions in Å, forces in eV/Å.

The value obtained for the LUMO energy is -0.240 eV. As for the total charge: 0. The maximum force comes out at 1.49 eV/A. The value obtained for the energy above the lowest of the compared OMol25 structures with the same formula, charge and spin is 0.3 kcal per mole.



Entry 2:
Computed, not measured: a 14-piece molecular cluster, C4H36NO15 overall at a distorted geometry, with ωB97M-V/def2-TZVPD.

The geometry in XYZ format:
```
56
Properties=species:S:1:pos:R:3:forces:R:3
C 3.3577 -1.2787 -1.9657 0.080 0.107 -0.574
C 3.2617 -0.6274 -0.5719 0.534 -0.842 -0.067
C 1.9431 -0.9560 0.1252 -0.998 2.009 -0.934
O 1.0371 0.1014 -0.2990 0.572 0.035 0.100
N 3.6589 -0.3756 -3.0869 0.212 -0.212 1.312
C 2.5978 0.4853 -3.4789 -1.147 0.219 -1.963
O 2.0690 0.0328 -4.7763 0.276 0.171 0.725
H 4.1359 -2.0455 -1.9633 0.076 0.053 0.066
H 2.4510 -1.8362 -2.2089 -0.191 0.215 0.055
H 4.1812 -0.9040 -0.0427 -0.424 -0.499 0.468
H 3.4129 0.4478 -0.5940 -0.421 0.212 -0.457
H 1.4075 -1.7910 -0.3151 0.773 -1.109 0.680
H 2.0506 -0.9189 1.2099 -0.110 -0.448 0.125
H 4.5026 0.1126 -2.8207 -0.015 0.329 -0.387
H 2.8802 1.5161 -3.6688 0.491 0.002 0.104
H 1.6850 0.5344 -2.8808 0.496 -0.278 0.901
H 1.6134 -0.7733 -4.5168 -0.189 -0.136 -0.479
H 0.6277 3.7214 -1.9610 -0.299 -0.602 0.206
H 1.3431 3.0545 -0.6863 -0.392 -0.148 -0.115
O 1.3146 3.7909 -1.3000 0.656 0.949 -0.231
H -2.2998 -4.3272 -0.2351 0.060 0.725 0.425
H -0.8540 -3.8885 0.3134 -0.682 0.578 0.279
O -1.3723 -4.5425 -0.1516 0.565 -1.216 -0.637
H -2.9211 2.9501 3.1914 0.044 0.041 -0.255
H -1.6202 3.7231 3.4320 0.021 0.006 -0.208
O -2.1543 3.0018 3.7688 -0.135 -0.045 0.402
H -3.7356 3.0419 -0.4266 0.165 -0.057 -0.101
H -3.0246 1.9333 0.2948 0.026 -0.109 -0.040
O -3.4486 2.7809 0.4523 -0.302 0.268 0.498
H 1.6941 -2.3485 3.4192 -0.476 -0.174 -0.449
H 0.3344 -2.5745 4.2329 -0.013 -0.001 -0.678
O 1.2707 -2.3712 4.2743 0.527 0.204 1.073
H -2.2765 0.8116 -2.4511 -0.230 1.092 -0.662
H -2.1481 0.7209 -1.0735 -0.002 1.039 0.515
O -2.3946 1.4515 -1.7161 0.307 -1.784 -0.392
H 2.3525 1.6789 0.1702 -0.557 -0.461 -0.021
H 1.2949 2.1775 1.1927 -0.015 -0.531 -0.013
O 2.2301 2.2029 0.9591 0.507 0.988 0.584
H -4.4855 -0.3817 -1.1696 -1.433 1.260 -0.638
H -3.3181 -0.7698 -0.4752 0.519 -0.729 0.139
O -3.9742 -1.1591 -1.0881 1.146 -0.639 0.586
H -0.9236 0.3143 4.2573 -0.180 -0.097 -0.012
H 0.0248 -0.5376 5.0806 0.046 -0.069 0.072
O -0.9150 -0.4032 4.9192 0.013 0.022 0.032
H -1.2726 0.8714 0.4282 -0.328 0.136 -0.486
H 0.1082 -0.0638 0.0108 0.147 -0.395 -0.290
O -1.5588 -0.0471 0.3231 -0.254 0.154 0.138
H -1.8694 -1.2187 1.8580 0.036 0.143 0.095
H -1.7376 -1.9897 3.2581 -0.018 0.801 0.232
O -1.9272 -2.0646 2.3250 -0.072 -1.073 -0.507
H -3.1338 -0.6666 -3.9035 -0.008 -0.038 0.021
H -2.2009 -1.1681 -2.8251 -0.109 -0.105 -0.008
O -2.2039 -0.6699 -3.6542 0.059 -0.098 0.017
H 0.2940 0.0943 2.5929 0.060 -0.010 -0.160
H -0.9982 0.3703 1.7810 0.449 -0.079 0.477
O -0.3663 0.7770 2.4362 0.134 0.229 0.438
```
Positions in Å, forces in eV/Å.

The value obtained for the LUMO energy is 2.556 eV. As for the total charge: -1. The maximum force comes out at 2.43 eV/A. The value obtained for the energy above the lowest of the compared OMol25 structures with the same formula, charge and spin is 35.8 kcal per mole.



Entry 3:
Computed, not measured: a 15-piece molecular cluster, C4H37NO15 overall at a distorted geometry, with ωB97M-V/def2-TZVPD.

The geometry in XYZ format:
```
57
Properties=species:S:1:pos:R:3:forces:R:3
C 1.4370 0.5534 -1.2578 -1.151 -1.715 -1.469
N 0.0245 -0.1150 -1.1837 2.374 1.172 -0.991
C -0.2556 -0.6529 0.1221 -1.258 2.767 0.186
C -0.7809 -2.0135 0.0577 0.694 -2.273 -1.262
C -0.9514 -2.4386 1.4731 -0.658 -2.900 -0.299
O -0.0125 -2.4978 2.2235 -0.406 0.480 0.852
H 1.4854 0.9586 -2.2593 -0.133 0.814 -0.063
H 2.2715 -0.1690 -1.3527 -0.682 0.141 0.857
H 1.6005 1.3181 -0.5017 -0.186 -0.187 -0.017
H -0.0050 -0.8741 -1.8694 0.509 0.233 0.115
H -1.0804 0.0460 0.5093 1.146 -0.954 0.421
H 0.6133 -0.5943 0.7822 -0.322 -0.018 -0.049
H -1.7027 -2.1797 -0.4753 -0.632 0.609 -0.100
H -0.0534 -2.6632 -0.5962 -0.825 0.726 1.785
H -1.9410 -2.9511 1.7767 0.930 1.092 -0.237
H -2.7065 -0.6978 -2.4697 -0.135 -0.169 -0.185
H -1.6060 0.3489 -2.7058 -2.415 -0.218 0.229
O -2.6298 0.2311 -2.7134 2.620 0.154 -0.247
H -0.4505 4.4081 -3.1639 1.879 0.254 0.311
H -1.0730 2.9705 -3.4517 0.831 -0.226 0.032
O -1.1990 3.9107 -3.3963 -2.781 0.210 -0.786
H 0.3881 3.2201 0.3611 0.064 -0.230 -0.043
H 0.9559 4.0642 1.4694 0.050 2.107 0.980
O 0.9907 3.2050 1.1353 0.004 -1.825 -0.729
H 2.8294 -1.8861 3.5377 0.246 -0.167 -0.161
H 1.5849 -2.1711 2.7178 -0.116 -0.279 -0.456
O 2.5463 -2.2810 2.7037 0.357 0.148 1.058
H 2.7618 -0.7174 0.7584 0.990 -1.464 -0.035
H 3.5535 -2.0900 1.0928 -0.705 0.960 -0.149
O 3.3848 -1.4145 0.4000 -0.228 0.936 0.321
H -2.9039 0.3906 -0.6445 0.800 -0.971 -0.765
H -3.7661 1.5770 -1.0013 0.530 -0.418 0.818
O -3.4101 1.0649 -0.2391 -1.283 2.093 -0.407
H 1.4213 0.5017 3.2081 -0.137 0.265 0.439
H 1.3582 1.6882 2.1747 -0.491 1.393 -0.094
O 1.5831 0.7806 2.3143 0.785 -1.661 -0.473
H -0.6856 1.8859 -0.9282 -0.472 0.996 -0.657
H -1.0937 3.3742 -1.4654 -3.231 1.555 -1.574
O -0.4763 2.8391 -1.0854 3.550 -2.838 2.442
H 1.9318 -2.7743 -2.5304 -1.632 0.427 -0.478
H 1.2132 -3.0826 -3.8108 0.118 -0.580 -2.125
O 0.9973 -2.8168 -2.9504 1.045 0.439 2.545
H 4.8350 0.0193 -1.6441 -0.122 0.155 0.377
H 4.3262 0.6189 -0.2556 0.930 0.249 -2.425
O 4.6413 0.8568 -1.1977 -0.628 -0.364 1.965
H -2.8393 0.4063 4.8318 -0.340 -0.322 1.278
H -1.4072 0.0833 4.2926 1.974 -1.051 1.014
O -2.2366 0.4347 4.1157 -1.713 1.348 -2.357
H -3.8610 -0.9720 1.4174 -0.249 1.154 1.886
H -4.5164 -0.7450 0.0125 -0.676 1.006 0.082
O -3.9372 -1.2603 0.5443 0.838 -2.963 -1.597
H -3.6269 2.1717 2.7674 0.911 -0.520 0.680
H -4.1302 1.3162 1.5098 0.535 1.172 0.715
O -4.2098 2.1490 2.0307 -1.450 -0.298 -1.087
H 3.5133 -1.8234 -1.2091 -0.107 -0.377 0.551
H 3.8512 -3.2024 -1.9281 -0.284 1.255 0.104
O 3.4487 -2.3093 -2.0529 0.739 -1.322 -0.723
```
Positions in Å, forces in eV/Å.

The value obtained for the LUMO energy is 0.063 eV. As for the total charge: 0. The maximum force comes out at 5.16 eV/A. The value obtained for the energy above the lowest of the compared OMol25 structures with the same formula, charge and spin is 132.5 kcal per mole.



Entry 4:
Computed, not measured: a 15-piece molecular cluster, C4H37NO16 overall at a distorted geometry, with ωB97M-V/def2-TZVPD.

The geometry in XYZ format:
```
58
Properties=species:S:1:pos:R:3:forces:R:3
C -1.3699 0.5277 0.1575 0.401 -3.204 -0.573
O -2.6288 1.0991 0.0655 -1.706 1.393 0.480
C -0.6918 0.2469 1.5418 0.620 3.258 -1.072
C 0.4049 1.3853 1.7873 0.013 -1.456 0.540
C 1.8511 0.7807 1.6263 -0.018 -0.002 1.596
O 2.6713 1.2655 0.6243 -0.450 -0.018 -0.464
N -1.6303 0.1799 2.6617 0.471 -1.305 -0.172
H -0.8282 1.0096 -0.6719 0.576 -0.036 0.997
H -1.4626 -0.5261 -0.1490 -0.078 0.308 -0.531
H -0.2220 -0.7532 1.4023 -0.102 0.882 0.494
H 0.1542 1.7739 2.7848 0.707 -0.489 0.290
H 0.4097 2.3236 1.2393 -0.701 -0.283 -1.049
H 2.3145 1.0106 2.6166 0.167 -0.547 -0.370
H 1.7725 -0.3278 1.5010 -0.066 0.584 0.401
H -2.4113 0.8112 2.5648 -0.053 0.245 -0.271
H -2.0250 -0.7551 2.5489 -0.313 0.350 0.390
H -2.0966 -3.7755 1.2651 -0.094 -0.112 -0.365
H -3.0591 -2.0998 1.3281 0.025 0.416 -0.484
O -1.7567 -2.9419 0.9204 0.223 -0.338 0.978
H 1.4799 4.2074 -1.6488 -0.044 0.475 0.249
H 0.3781 3.2844 -1.7308 -0.537 0.235 -0.229
O 0.5300 4.2359 -1.8576 0.276 -0.700 -0.189
H 0.2116 -0.4755 -2.9006 0.041 -0.061 0.146
H 1.2940 0.4383 -2.2774 -0.474 -0.482 0.101
O 0.3509 0.4140 -2.5605 0.087 0.381 -0.282
H 0.0540 -3.0614 -1.3285 0.096 0.086 -0.701
H -1.1545 -3.0078 -0.4035 -0.716 -0.257 -1.224
O -0.9068 -3.0572 -1.4305 0.563 -0.005 1.260
H -2.2319 -1.9173 -1.8308 0.139 0.625 0.313
H -2.6725 -0.3958 -1.5309 0.300 -0.174 -0.226
O -2.9758 -1.2819 -1.7441 -0.878 -0.437 -0.383
H 1.7624 -3.2278 0.9464 0.740 -0.452 -0.470
H 2.8516 -2.8396 1.7474 0.898 0.223 -0.178
O 2.7497 -3.1512 0.8384 -1.138 0.123 0.504
H -3.7949 -1.3766 0.2262 0.025 -0.303 0.016
H -3.3846 0.6095 0.4249 0.791 -0.832 0.194
O -3.7946 -1.4349 1.1969 -0.583 0.206 -0.014
H 2.5746 2.8376 0.4116 -0.364 0.123 -0.360
H 1.4055 3.8960 0.3993 0.085 -0.028 -0.023
O 2.3048 3.7640 0.0856 0.575 0.033 0.336
H -2.3412 3.7651 0.9597 0.095 -0.441 0.031
H -3.4246 2.6259 0.9621 0.824 0.422 -0.299
O -3.2479 3.5520 0.7312 -0.908 0.747 0.216
H 4.6869 -1.3903 0.0397 -0.533 0.333 -0.214
H 4.0212 0.0066 0.4653 0.212 -0.358 -0.041
O 4.7148 -0.6568 0.6592 0.679 0.056 0.650
H 0.2592 -3.6448 2.9109 0.065 0.137 -0.556
H -0.4288 -3.3346 1.4911 0.174 0.016 0.536
O 0.4252 -3.6980 1.9568 -0.432 -0.059 0.349
H 3.0647 0.9324 -1.9526 0.380 -0.142 -0.045
H 2.5911 0.5084 -0.4952 0.618 0.360 -0.416
O 2.8924 0.0964 -1.5024 -0.909 1.585 0.369
H -2.2898 1.6160 -2.7064 -0.156 -0.076 -0.349
H -3.0441 2.4725 -1.7706 -0.354 -0.004 0.011
O -3.1404 2.0758 -2.6498 0.539 0.122 0.258
H 3.0604 -2.7399 -1.1412 -0.178 0.431 0.144
H 2.7707 -1.3833 -1.9180 0.333 0.054 0.448
O 3.0297 -2.3150 -2.0068 0.047 -1.605 -0.753
```
Positions in Å, forces in eV/Å.

The value obtained for the LUMO energy is 4.924 eV. As for the total charge: -2. The maximum force comes out at 3.49 eV/A. The value obtained for the energy above the lowest of the compared OMol25 structures with the same formula, charge and spin is 16.1 kcal per mole.



no.,frontier orbital gap (eV)
1,9.2964
2,9.6657
3,9.3744
4,8.2652